1.
Formula: C3H3N3O
Source: OMol25
Level of theory: wB97M-V/def2-TZVPD

Output
ΔE to the lowest compared entry with this formula, charge and spin in kJ/mol: 77.7
Orbital gap in eV: 10.2
HOMO level in eV: -9.67
E_tot in eV: -9676.6489
SMILES string: N=C=CC=O.N#N
Multiplicity: 1

```
10
C3H3N3O | OMol25 | wB97M-V/def2-TZVPD
C -0.34 0.09 -0.88
N -2.18 -1.17 0.32
C 0.14 1.35 -0.32
H 0.90 1.87 -0.93
C -1.26 -0.61 -0.23
N 2.21 -1.09 0.94
H 0.06 -0.30 -1.82
H -1.98 -1.86 1.04
N 2.69 -0.12 1.14
O -0.24 1.82 0.74
```

Results of the Mulliken charge analysis, in e, for atoms 1 through 6: C -0.659; N -0.457; C -0.024; H 0.367; C 0.614; N 0.030



2.
Formula: C3H3N3O
Source: OMol25
Level of theory: wB97M-V/def2-TZVPD

Output
ΔE to the lowest compared entry with this formula, charge and spin in kJ/mol: 395.5
Orbital gap in eV: 9.2
HOMO level in eV: -10.20
E_tot in eV: -9673.3552
Multiplicity: 1

```
10
C3H3N3O | OMol25 | wB97M-V/def2-TZVPD
H 2.45 0.03 -0.70
N 1.86 0.56 -0.06
N 0.22 1.70 0.07
O -2.27 0.33 0.71
H -2.30 -1.61 0.14
C -1.73 -0.68 0.30
C -0.28 -0.78 0.02
N 1.41 1.91 -0.32
C 0.50 0.29 0.11
H 0.14 -1.74 -0.27
```

Results of the Mulliken charge analysis, in e, for atoms 1 through 6: H 0.284; N -0.225; N -0.107; O -0.459; H 0.311; C 0.035



3.
Formula: C3H3N3O
Source: OMol25
Level of theory: wB97M-V/def2-TZVPD

Output
ΔE to the lowest compared entry with this formula, charge and spin in kJ/mol: 224.3
Orbital gap in eV: 9.6
HOMO level in eV: -9.28
E_tot in eV: -9675.1298
SMILES string: N=C=CC=O.N#N
Multiplicity: 1

```
10
C3H3N3O | OMol25 | wB97M-V/def2-TZVPD
C -0.49 1.55 0.05
O 0.23 1.88 0.95
N 2.04 -0.96 -0.07
H -1.27 2.24 -0.32
N 1.68 -0.16 -0.73
C -0.52 0.19 -0.61
C -0.64 -0.85 0.19
H -0.31 -2.39 1.46
H -0.71 0.20 -1.68
N -0.01 -1.71 0.77
```

Results of the Mulliken charge analysis, in e, for atoms 1 through 6: C 0.057; O -0.439; N -0.123; H 0.348; N 0.027; C -0.399



4.
Formula: C3H3N3O
Source: OMol25
Level of theory: wB97M-V/def2-TZVPD

Output
ΔE to the lowest compared entry with this formula, charge and spin in kJ/mol: 76.4
Orbital gap in eV: 10.2
HOMO level in eV: -9.70
E_tot in eV: -9676.6628
SMILES string: N=C=CC=O.N#N
Multiplicity: 1

```
10
C3H3N3O | OMol25 | wB97M-V/def2-TZVPD
N 0.62 2.22 -0.81
N -0.44 2.22 -1.11
H 2.51 0.54 0.21
H -0.31 -1.79 -0.94
C 0.98 -0.61 0.21
H -2.34 -1.08 0.27
N 2.07 -0.29 0.61
C -1.42 -0.52 0.50
C -0.22 -1.06 -0.15
O -1.43 0.45 1.22
```

Results of the Mulliken charge analysis, in e, for atoms 1 through 6: N 0.062; N -0.073; H 0.322; H 0.350; C 0.561; H 0.333



5.
Formula: C3H3N3O
Source: OMol25
Level of theory: wB97M-V/def2-TZVPD

Output
ΔE to the lowest compared entry with this formula, charge and spin in kJ/mol: 92.0
Orbital gap in eV: 10.2
HOMO level in eV: -9.73
E_tot in eV: -9676.5007
SMILES string: N=C=CC=O.N#N
Multiplicity: 1

```
10
C3H3N3O | OMol25 | wB97M-V/def2-TZVPD
H -1.53 0.57 0.28
N 2.14 0.08 0.21
C -0.10 -1.11 0.27
O -2.38 -1.16 0.85
H 2.56 0.41 -0.65
N 0.33 1.98 -1.16
C 1.05 -0.46 0.17
H -0.05 -2.19 0.27
C -1.42 -0.51 0.49
N -0.60 2.37 -0.73
```

Results of the Mulliken charge analysis, in e, for atoms 1 through 6: H 0.311; N -0.471; C -0.370; O -0.492; H 0.307; N 0.110



6.
Formula: C3H3N3O
Source: OMol25
Level of theory: wB97M-V/def2-TZVPD

Output
ΔE to the lowest compared entry with this formula, charge and spin in kJ/mol: 199.7
Orbital gap in eV: 10.2
HOMO level in eV: -9.81
E_tot in eV: -9675.3842
SMILES string: O=c1cn[nH]cn1
Multiplicity: 1

```
10
C3H3N3O | OMol25 | wB97M-V/def2-TZVPD
C 0.93 0.16 0.96
O -1.72 1.44 -0.05
C -0.42 -0.08 -1.30
N 0.47 -1.08 0.51
N -0.03 -1.19 -0.79
C -0.62 1.02 -0.31
H -0.11 -1.61 1.15
H 1.72 0.13 1.71
H -0.75 -0.05 -2.34
N 0.52 1.26 0.46
```

Results of the Mulliken charge analysis, in e, for atoms 1 through 6: C -0.043; O -0.516; C -0.124; N -0.098; N -0.432; C 0.602



7.
Formula: C3H3N3O2
Source: OMol25
Level of theory: wB97M-V/def2-TZVPD

Output
ΔE to the lowest compared entry with this formula, charge and spin in kJ/mol: 673.9
Orbital gap in eV: 8.7
HOMO level in eV: -9.63
E_tot in eV: -11718.9728
Multiplicity: 1

```
11
C3H3N3O2 | OMol25 | wB97M-V/def2-TZVPD
C 0.45 0.85 -0.61
N 0.49 -0.32 0.17
H -2.16 -2.37 0.99
H -2.49 0.94 0.46
C -0.88 -0.78 0.39
H 1.46 -1.36 1.55
O 1.41 1.40 -1.12
N -0.79 1.59 -0.33
N -1.13 -1.91 0.76
O 1.67 -1.00 0.19
C -1.48 0.63 0.27
```

Results of the Mulliken charge analysis, in e, for atoms 1 through 6: C 0.297; N 0.264; H 0.289; H 0.425; C 0.390; H 0.392



8.
Formula: C3H3N3O2
Source: OMol25
Level of theory: wB97M-V/def2-TZVPD

Output
ΔE to the lowest compared entry with this formula, charge and spin in kJ/mol: 533.1
Orbital gap in eV: 9.9
HOMO level in eV: -10.03
E_tot in eV: -11720.4324
SMILES string: [H]/N=C1\N=CO\C1=N/O
Multiplicity: 1

```
11
C3H3N3O2 | OMol25 | wB97M-V/def2-TZVPD
H -2.13 -0.97 -1.42
C 0.46 0.93 0.55
O -0.34 -1.29 -0.14
N 1.46 -0.14 1.06
H 1.57 -2.32 0.66
O -2.13 -0.04 -1.79
C -0.60 0.07 -0.15
C 0.91 -1.27 0.50
H 1.55 2.27 1.06
N -1.28 0.62 -1.00
N 0.54 2.14 0.67
```

Results of the Mulliken charge analysis, in e, for atoms 1 through 6: H 0.352; C 0.484; O -0.376; N -0.491; H 0.289; O -0.312



9.
Formula: C3H3N3O2
Source: OMol25
Level of theory: wB97M-V/def2-TZVPD

Output
ΔE to the lowest compared entry with this formula, charge and spin in kJ/mol: 672.4
Orbital gap in eV: 9.7
HOMO level in eV: -9.67
E_tot in eV: -11718.9877
SMILES string: O/N=c1/cnnco1
Multiplicity: 1

```
11
C3H3N3O2 | OMol25 | wB97M-V/def2-TZVPD
H 1.54 -1.85 -0.94
N 1.99 -0.02 -0.16
C 1.15 -0.86 -0.36
O -2.51 -1.29 0.32
H 0.21 2.84 -0.05
O -0.38 0.76 0.50
N -1.16 -1.54 -0.09
N 1.68 1.32 -0.22
C 0.53 1.67 0.12
C -0.37 -0.54 -0.11
H -2.67 -0.49 0.99
```

Results of the Mulliken charge analysis, in e, for atoms 1 through 6: H 0.298; N -0.286; C 0.018; O -0.402; H 0.312; O -0.352



10.
Formula: C3H3N3O2
Source: OMol25
Level of theory: wB97M-V/def2-TZVPD

Output
ΔE to the lowest compared entry with this formula, charge and spin in kJ/mol: 692.5
Orbital gap in eV: 8.4
HOMO level in eV: -8.98
E_tot in eV: -11718.7797
Multiplicity: 1

```
11
C3H3N3O2 | OMol25 | wB97M-V/def2-TZVPD
C 1.78 -0.47 -0.64
O 1.23 0.02 0.53
C -0.08 0.33 0.86
H -1.01 -0.43 -2.27
H 2.89 -0.57 -0.41
N -0.81 -0.09 -0.16
N 1.03 -0.29 -1.77
C -0.37 -0.26 -1.31
H -2.38 -0.05 1.22
N -0.45 0.90 1.94
O -1.83 0.91 2.01
```

Results of the Mulliken charge analysis, in e, for atoms 1 through 6: C 0.204; O -0.333; C 0.724; H 0.331; H 0.314; N -0.464